The following is a quantum chemistry calculation of a 8-piece molecular cluster, C38H96ClN6O17 overall at a distorted geometry, from OMol25.

Geometry as XYZ:
```
158
Properties=species:S:1:pos:R:3:forces:R:3:lowdin_charge:R:1
Cl -0.973 0.374 0.646 -0.2112 -1.0334 -0.6874 0.64
O -0.235 1.314 1.427 -0.2662 0.4413 0.2115 -0.31
O -1.778 1.016 -0.370 -0.4058 0.5294 0.3316 -0.37
O -0.028 -0.463 -0.063 -0.0304 -0.8316 -0.3676 -0.40
O -1.806 -0.480 1.461 -0.0095 0.3804 0.2427 -0.34
C -4.276 1.610 -2.551 0.1890 0.1099 0.2746 -0.09
C -4.709 2.762 -3.454 -0.2855 -0.9736 -0.1784 -0.31
O -3.943 2.777 -4.659 0.0957 0.5505 -0.0162 -0.09
H -3.190 1.506 -2.484 0.0312 0.5841 0.0972 0.05
H -4.564 0.608 -2.880 -0.5948 0.2175 -0.1362 0.06
H -4.649 1.791 -1.541 0.0101 -0.2795 0.0213 0.08
H -4.637 3.717 -2.934 0.5205 0.0527 -0.2120 0.11
H -5.768 2.681 -3.731 -0.0235 -0.1147 0.1939 0.10
H -4.268 2.065 -5.214 0.0199 -0.0456 0.0012 0.07
C 1.562 9.314 -5.066 0.1603 -0.3560 -0.2227 -0.12
O 2.149 8.285 -4.306 0.1064 0.0285 0.0571 -0.18
C 1.698 7.022 -4.732 -0.2640 -0.3517 0.1204 -0.25
C 2.271 5.904 -3.885 0.2317 -0.0731 0.8039 -0.20
N 2.150 6.156 -2.438 -0.5137 -0.0036 0.1172 -0.05
C 0.767 6.367 -1.972 -0.3302 -0.3871 -0.4127 -0.19
C -0.101 5.125 -2.179 0.2624 -0.4681 0.6388 -0.21
O 0.500 4.074 -1.422 0.5232 0.0447 -0.6711 -0.22
C 0.302 2.798 -1.996 -1.0090 -0.3723 0.2858 -0.09
H 1.879 9.234 -6.114 0.0411 0.1374 -0.0392 0.08
H 1.894 10.263 -4.655 -0.0634 0.0417 0.0211 0.09
H 0.469 9.243 -5.062 -0.0487 0.1106 0.1702 0.09
H 1.967 6.844 -5.781 -0.0428 0.0361 -0.0727 0.12
H 0.603 6.996 -4.653 -0.0636 -0.0041 -0.1699 0.11
H 3.334 5.757 -4.092 0.0223 0.1904 -0.0406 0.12
H 1.790 4.945 -4.113 -0.1530 0.1654 -0.5968 0.10
H 2.374 5.270 -1.991 0.4148 0.1618 0.0858 0.10
H 0.271 7.195 -2.483 0.2767 0.2127 0.0187 0.11
H 0.801 6.594 -0.908 0.0260 0.0617 0.0499 0.10
H -0.133 4.845 -3.236 -0.0997 0.0248 -0.0523 0.11
H -1.127 5.225 -1.810 -0.0858 0.3740 -0.1701 0.12
H 0.648 2.711 -3.031 0.3390 0.2060 -0.0048 0.09
H -0.765 2.544 -1.995 0.0209 0.0588 -0.0626 0.08
H 0.751 2.036 -1.361 0.2878 0.1680 -0.0056 0.07
C -1.155 4.963 1.448 -0.1632 -0.5039 -1.0410 -0.12
O -0.218 4.319 2.260 -0.1549 1.3190 1.2269 -0.15
C 1.078 4.351 1.726 0.1351 -0.9152 -0.9434 -0.24
C 2.182 4.194 2.758 -0.1908 -0.6420 -0.7492 -0.19
N 2.257 2.847 3.288 -0.3137 0.2697 0.6968 -0.04
C 3.230 2.713 4.349 -0.1142 -0.8347 -0.2753 -0.23
C 2.709 3.127 5.712 0.2440 0.8002 -0.1142 -0.24
O 1.617 2.333 6.096 -0.0966 -0.1585 0.2225 -0.17
C 1.883 1.481 7.182 0.0603 0.4607 -0.1546 -0.12
H -1.005 6.031 1.224 0.5944 0.0662 0.3592 0.08
H -2.157 4.895 1.862 0.1127 -0.2907 0.3077 0.07
H -1.130 4.446 0.480 -0.3883 0.1072 -0.1450 0.08
H 1.283 5.234 1.105 -0.2319 0.3564 0.3277 0.11
H 1.090 3.527 0.998 0.4952 -0.1023 0.0819 0.10
H 2.026 4.947 3.531 0.1953 -0.1013 0.1821 0.12
H 3.126 4.373 2.212 0.0448 0.6396 0.0902 0.11
H 2.490 2.194 2.543 -0.1734 0.1826 -0.0594 0.06
H 4.195 3.185 4.085 0.0328 0.2509 0.3361 0.12
H 3.437 1.642 4.455 0.1242 0.0229 -0.0897 0.09
H 2.390 4.175 5.702 -0.1691 -0.0240 -0.1005 0.11
H 3.534 3.100 6.437 -0.0196 -0.2508 0.0780 0.11
H 0.987 0.904 7.396 -0.0552 -0.0469 -0.1638 0.07
H 2.124 2.084 8.066 0.1068 -0.1368 0.1612 0.08
H 2.720 0.807 6.967 0.0251 -0.1274 0.0527 0.09
C -2.290 -0.584 -5.034 0.9878 -0.3014 -0.1563 -0.11
O -2.060 -1.727 -4.244 -0.0366 -0.0142 -0.0523 -0.19
C -1.961 -1.443 -2.846 -1.0721 -0.3660 -0.4510 -0.19
C -2.174 -2.731 -2.111 0.1822 -0.1486 2.2077 -0.21
N -3.496 -3.358 -2.265 0.7247 0.5127 -1.2059 -0.03
C -3.452 -4.700 -1.704 -0.5097 0.3281 -0.4098 -0.24
C -4.690 -5.495 -2.079 -0.4676 0.1452 0.5186 -0.22
O -4.956 -5.587 -3.466 0.1612 0.2249 -0.0190 -0.17
C -3.913 -6.193 -4.173 -0.0147 -0.5859 -1.2526 -0.13
H -2.319 -0.931 -6.066 -0.3005 0.0462 -0.0488 0.08
H -1.423 0.081 -4.967 -0.1240 0.2966 0.0962 0.09
H -3.192 -0.032 -4.768 -0.1216 -0.0857 0.1048 0.06
H -2.796 -0.780 -2.597 0.1917 0.1343 0.2191 0.10
H -1.022 -0.970 -2.554 0.1089 -0.0001 -0.1181 0.12
H -2.088 -2.488 -1.040 0.0154 0.2544 -0.0539 0.12
H -1.358 -3.463 -2.209 0.0437 0.0985 -0.7870 0.11
H -3.606 -3.394 -3.279 -0.4420 -0.3261 0.1411 0.10
H -3.494 -4.556 -0.621 0.4081 -0.3978 0.0964 0.13
H -2.539 -5.217 -2.026 0.0824 -0.1544 0.3189 0.09
H -5.550 -5.002 -1.621 -0.0577 0.0941 -0.3062 0.12
H -4.682 -6.502 -1.635 0.3580 -0.0517 -0.0831 0.12
H -3.685 -7.196 -3.788 0.3154 0.1790 0.3441 0.08
H -3.019 -5.580 -4.325 0.1121 0.0218 0.6696 0.09
H -4.227 -6.389 -5.206 -0.4553 0.1762 0.1918 0.09
C 1.426 -0.606 3.938 -0.7465 0.3862 -0.6040 -0.10
O 0.277 0.074 4.381 0.0218 -0.3385 0.0432 -0.18
C -0.662 -0.777 5.007 0.4864 0.8949 0.1026 -0.22
C -1.997 -0.063 5.026 -0.0110 -0.4973 0.1154 -0.21
N -1.989 1.136 5.877 -1.1647 -0.8871 0.1785 -0.02
C -3.311 1.769 5.881 -0.4845 1.5422 -0.3496 -0.22
C -3.957 1.975 4.512 0.5580 -0.5567 -0.1448 -0.26
O -3.001 2.452 3.596 -0.3628 0.0855 -0.0542 -0.17
C -3.569 2.569 2.308 -0.0293 -0.2874 0.0653 -0.11
H 1.846 -1.277 4.695 0.1564 0.0697 0.1080 0.09
H 2.122 0.165 3.612 0.1719 -0.0962 0.2153 0.06
H 1.160 -1.178 3.039 0.1366 -0.2928 0.0393 0.07
H -0.264 -0.950 6.020 -0.3358 -0.3815 0.1517 0.12
H -0.773 -1.730 4.480 0.0420 -0.0601 -0.0452 0.10
H -2.762 -0.779 5.369 -0.0171 -0.1200 -0.0049 0.12
H -2.240 0.169 3.991 0.1149 0.3254 0.0317 0.10
H -1.961 0.770 6.829 0.6980 0.1295 -0.0543 0.10
H -3.176 2.758 6.336 0.0630 0.0235 -0.0874 0.11
H -4.118 1.322 6.488 0.3231 -0.5970 0.0725 0.11
H -4.840 2.623 4.587 0.1187 0.3462 0.1526 0.12
H -4.364 1.026 4.136 0.1002 -0.1791 0.0088 0.11
H -4.083 1.648 2.006 -0.0924 -0.0617 0.1636 0.09
H -2.787 2.704 1.566 0.1150 0.2816 0.1941 0.06
H -4.294 3.392 2.319 -0.0039 0.0879 -0.3036 0.09
C 6.592 -1.687 1.499 0.0776 -0.8536 -0.3803 -0.14
O 6.336 -0.656 2.408 0.1188 0.1460 0.2902 -0.17
C 4.988 -0.212 2.341 -0.3245 -0.2953 -0.5481 -0.21
C 4.799 0.822 1.222 0.7374 0.3475 1.2328 -0.20
N 3.401 1.205 0.978 1.3490 -0.7916 -0.5404 -0.04
C 2.586 0.122 0.386 0.0466 1.1703 -0.6883 -0.19
C 3.093 -0.427 -0.946 -0.9595 -0.2284 0.4118 -0.21
O 4.064 -1.441 -0.741 0.6343 0.3335 -0.4825 -0.19
C 4.433 -1.993 -1.982 -0.8374 -0.3715 -0.6221 -0.13
H 6.553 -1.363 0.456 -0.1518 0.0592 0.0034 0.07
H 5.892 -2.524 1.630 -0.2458 0.1905 -0.0963 0.09
H 7.570 -2.149 1.657 0.1692 0.5244 0.3137 0.08
H 4.714 0.214 3.303 0.1945 0.1936 0.0751 0.10
H 4.335 -1.081 2.209 -0.0525 -0.0396 -0.1786 0.11
H 5.387 0.560 0.335 -0.3499 -0.4682 -0.1413 0.11
H 5.329 1.703 1.608 -0.1990 0.1739 -0.0867 0.12
H 3.557 1.886 0.235 -0.8229 0.2717 0.1463 0.11
H 1.619 0.599 0.203 0.4481 -0.3341 0.0540 0.06
H 2.390 -0.684 1.089 0.1497 0.0294 0.0634 0.11
H 3.432 0.371 -1.621 0.5340 0.1308 0.2323 0.12
H 2.238 -0.845 -1.497 -0.0915 -0.2320 0.2131 0.12
H 4.648 -1.250 -2.761 0.2557 0.2870 0.3083 0.08
H 3.568 -2.541 -2.389 0.1035 -0.1709 0.0267 0.09
H 5.270 -2.684 -1.921 0.0702 0.1000 0.4437 0.08
C -0.016 -3.673 1.965 0.2051 1.1097 0.6996 -0.12
O -0.646 -4.856 1.549 0.2385 -0.3201 -0.1324 -0.16
C -0.276 -5.164 0.228 0.2354 0.1564 -0.6408 -0.23
C -0.838 -6.505 -0.213 -0.2705 -0.1921 -0.0639 -0.21
N -0.302 -6.918 -1.511 -0.4237 0.7424 0.0222 -0.06
C -1.019 -8.069 -2.034 0.4820 -0.4650 0.4080 -0.23
C -0.537 -8.433 -3.429 -0.1454 0.3637 0.4008 -0.22
O 0.775 -8.971 -3.421 -0.2908 -0.0106 -0.2600 -0.18
C 0.806 -10.326 -3.058 0.7010 -0.4964 -0.0993 -0.13
H 1.035 -3.816 2.246 0.0462 -0.2631 -0.2040 0.09
H -0.508 -3.262 2.848 -0.2144 -0.4187 0.0519 0.07
H -0.063 -2.838 1.254 -0.0809 -0.3200 -0.3687 0.08
H 0.811 -5.192 0.049 0.1587 -0.0840 0.5764 0.13
H -0.587 -4.327 -0.409 -0.3261 -0.2923 -0.2334 0.10
H -1.923 -6.456 -0.316 -0.0394 0.1300 0.0999 0.10
H -0.646 -7.284 0.538 0.0659 0.1851 0.2858 0.12
H 0.676 -7.147 -1.386 0.0312 -0.0779 -0.2506 0.11
H -2.098 -7.902 -2.064 0.0493 0.3887 0.0028 0.10
H -0.873 -8.895 -1.318 -0.2112 -0.3643 -0.3021 0.11
H -0.513 -7.502 -3.998 0.1803 -0.0656 -0.1091 0.12
H -1.246 -9.108 -3.921 0.0794 -0.1953 0.0201 0.12
H 0.572 -10.500 -2.005 -0.1446 0.0463 0.0025 0.08
H 1.824 -10.680 -3.237 0.0426 0.1569 0.1643 0.09
H 0.183 -10.973 -3.687 -0.3484 0.2807 0.0103 0.09
```
Positions in Å, forces in eV/Å.

Properties
**Total energy**: -3572.7254 Eh
**ΔE to the lowest compared entry with this formula, charge and spin**: 7.0 kcal per mole
**Charge**: -1
**Highest occupied orbital energy**: -0.199 Ha